DFT (ωB97M-V/def2-TZVPD) results for a 10-piece molecular cluster, C40H73ClF4I3N21O12S overall.

Positions of all 155 atoms, in Å:
C1 -5.57482 2.11006 -1.02972
C2 -4.68401 0.92025 -0.96779
I1 -5.13325 -0.34126 0.66758
C3 -3.70803 0.58761 -1.80343
I2 -3.36170 1.74424 -3.51961
C4 -2.82070 -0.58049 -1.62200
C5 -3.15080 -1.83997 -2.13628
C6 -4.43916 -2.09479 -2.87795
C7 -4.24368 -2.62185 -4.29181
O1 -3.34786 -3.39150 -4.50676
N1 -5.14696 -2.31402 -5.33109
C8 -6.10575 -1.23655 -5.02200
C9 -5.90038 -3.55551 -5.62716
C10 -2.26873 -2.89472 -1.87340
C11 -1.07552 -2.74085 -1.17748
C12 -0.23548 -3.97549 -0.97293
C13 0.53270 -4.38883 -2.21378
C14 1.56494 -3.39854 -2.67499
F1 1.21038 -5.57112 -1.86173
C15 -0.76747 -1.46108 -0.68677
C16 -1.64100 -0.39918 -0.89724
N2 -1.39565 0.88364 -0.33065
O2 -1.90970 0.95107 0.98639
C17 -0.06072 1.35430 -0.33621
C18 0.15116 2.71831 -0.54930
I3 -1.55889 3.92701 -0.79856
C19 1.44328 3.25817 -0.47939
C20 1.60713 4.73701 -0.69608
O3 1.47709 5.02016 -2.11634
C21 2.37154 5.86813 -2.60511
F2 2.27247 7.08882 -2.08039
F3 2.17767 5.97698 -3.92105
F4 3.63548 5.46948 -2.42731
C22 2.53702 2.41923 -0.18373
C23 3.91949 3.00461 -0.02295
C24 4.37075 3.05573 1.45404
C25 3.32303 3.49128 2.46780
C26 2.92071 4.96710 2.41354
N3 2.83267 5.52657 3.78446
C27 2.32526 1.03574 -0.00341
C28 3.47240 0.11436 0.28968
C29 3.75850 -0.85997 -0.86288
C30 4.90071 -0.46067 -1.76816
Cl1 6.44409 -0.26817 -0.88174
C31 1.02333 0.53787 -0.07480
S1 0.69992 -1.17593 0.27919
H1 -5.18775 2.89297 -0.37599
H2 -5.64515 2.52024 -2.03008
H3 -6.56212 1.86128 -0.65553
H4 -5.06535 -1.21921 -2.80639
H5 -4.96083 -2.88772 -2.34048
H6 -5.60329 -0.41560 -4.53559
H7 -6.92938 -1.60741 -4.40969
H8 -6.51784 -0.88184 -5.95978
H9 -6.74208 -3.34812 -6.27359
H10 -5.24732 -4.27325 -6.10418
H11 -6.28258 -3.99620 -4.70257
H12 -2.53036 -3.86856 -2.25427
H13 -0.91626 -4.78956 -0.74008
H14 0.43986 -3.85945 -0.12984
H15 -0.14232 -4.66249 -3.02122
H16 1.13021 -2.40456 -2.67990
H17 2.40512 -3.46813 -1.99823
H18 1.90368 -3.67707 -3.66071
H19 -1.44870 0.27935 1.51955
H20 2.54199 5.11305 -0.31232
H21 0.81588 5.26251 -0.17804
H22 4.61182 2.34829 -0.54396
H23 4.00339 3.97771 -0.47860
H24 5.22920 3.72206 1.53713
H25 4.71989 2.07779 1.76561
H26 3.74901 3.33680 3.45502
H27 2.43546 2.86454 2.42445
H28 1.95165 5.08992 1.93015
H29 3.66645 5.53056 1.85557
H30 2.89111 6.53690 3.72194
H31 1.89915 5.34889 4.13686
H32 3.26901 -0.45165 1.18773
H33 4.38137 0.65334 0.49125
H34 4.01036 -1.82594 -0.43358
H35 2.88715 -0.99246 -1.48243
H36 4.69654 0.44381 -2.33245
H37 5.07755 -1.25850 -2.48151
C32 -1.46740 2.48560 4.74716
O4 -1.22991 3.64297 4.41963
N4 -1.55252 2.08916 6.04742
N5 -1.65587 1.49592 3.82742
H38 -1.74383 1.14453 6.34441
H39 -1.41337 2.78914 6.75089
H40 -1.59155 1.74540 2.84880
H41 -1.85524 0.54550 4.07923
C33 3.01307 4.76395 -7.82201
O5 2.74598 4.59865 -8.99822
N6 2.33373 5.63869 -7.02268
N7 4.02609 4.08158 -7.19809
H42 2.54536 5.78234 -6.05391
H43 1.58511 6.15610 -7.44183
H44 4.54736 3.43087 -7.75313
H45 4.26076 4.20147 -6.23144
C34 4.59492 -4.24527 -5.60622
O6 3.74875 -4.13206 -4.73646
N8 5.27103 -5.41428 -5.81827
N9 4.93378 -3.21234 -6.43635
H46 5.97014 -5.53082 -6.52582
H47 5.04252 -6.18795 -5.22316
H48 4.45104 -2.34358 -6.30618
H49 5.62616 -3.28318 -7.15656
C35 2.00386 0.18677 4.19375
O7 2.75005 0.24815 3.22979
N10 2.26459 -0.63703 5.25829
N11 0.86160 0.92014 4.28373
H50 1.66152 -0.71136 6.05621
H51 3.10275 -1.19911 5.21948
H52 0.64137 1.53185 3.51934
H53 0.23446 0.88032 5.06534
C36 -6.86345 -6.72154 -7.56461
O8 -7.77578 -6.00004 -7.20514
N12 -6.79051 -7.23369 -8.83207
N13 -5.83610 -7.07704 -6.73293
H54 -6.04842 -7.82667 -9.14925
H55 -7.52711 -6.98999 -9.46629
H56 -5.85816 -6.71781 -5.79739
H57 -5.07456 -7.66531 -7.01077
C37 5.30716 -1.68699 7.10494
O9 4.91599 -1.91749 5.97167
N14 4.82169 -0.64368 7.84033
N15 6.26234 -2.44783 7.71478
H58 5.12977 -0.42848 8.76880
H59 4.13188 -0.05846 7.40509
H60 6.63967 -3.21544 7.19204
H61 6.60227 -2.27309 8.64055
C38 -2.51233 0.25053 9.17549
O10 -1.81198 0.35891 8.17878
N16 -2.09036 -0.41356 10.28868
N17 -3.76446 0.78640 9.24363
H62 -2.64545 -0.51614 11.11614
H63 -1.17423 -0.81955 10.26132
H64 -4.09939 1.27867 8.43620
H65 -4.35686 0.70979 10.04779
C39 -4.79719 4.84936 2.27555
O11 -4.90522 3.95325 1.45651
N18 -3.85702 4.83739 3.25146
N19 -5.62383 5.94507 2.26679
H66 -3.75600 5.56823 3.92803
H67 -3.22583 4.05568 3.28883
H68 -6.32794 5.98237 1.55503
H69 -5.55458 6.69546 2.92597
C40 0.98519 -4.38094 3.90007
O12 -0.04333 -3.74222 3.75937
N20 1.07431 -5.70422 3.55163
N21 2.12695 -3.83513 4.41340
H70 1.90873 -6.24855 3.65245
H71 0.25396 -6.13237 3.16733
H72 2.09658 -2.86322 4.66494
H73 2.98122 -4.34329 4.53934

Computed properties:
- Spin multiplicity: 1
- Frontier orbital gap: 7.786 eV
- SMILES string: C/C(I)=C(\I)c1c(CC(=O)N(C)C)cc(C[C@@H](C)F)c2c1N(O)c1c(I)c(COC(F)(F)F)c(CCCCN)c(CCCCl)c1S2.NC(N)=O.NC(N)=O.NC(N)=O.NC(N)=O.NC(N)=O.NC(N)=O.NC(N)=O.NC(N)=O.NC(N)=O

=====

DFT (ωB97M-V/def2-TZVPD) results for one molecule with the formula C10H15NO3S.

Positions of all 30 atoms, in Å:
C1 -0.36602 -2.13447 0.36238
C2 -0.59691 -1.28830 -0.89749
C3 0.89997 -2.49688 0.61738
C4 0.34193 -0.12055 -0.70468
C5 1.98923 -1.93133 -0.20755
C6 1.80781 1.92980 0.50168
C7 2.04043 0.51810 0.93064
C8 0.49037 2.14990 -0.31301
C9 1.71559 -0.38363 -0.32937
C10 -3.34153 1.58054 -0.39709
N1 -0.28430 1.00659 -0.74230
O1 -3.81080 -0.65979 0.39152
O2 -1.67276 0.35677 1.18706
O3 -1.83895 -0.87611 -1.16316
S1 -2.47087 0.24862 -0.02414
H1 -1.24573 -2.42311 0.86958
H2 -0.15882 -1.95004 -1.70781
H3 0.98224 -3.14200 1.46853
H4 3.00169 -2.12082 0.24291
H5 1.85290 -2.26488 -1.17778
H6 1.69425 2.85806 1.13072
H7 2.59576 2.24002 -0.15333
H8 2.97283 0.38977 1.37114
H9 1.29787 0.20529 1.70128
H10 -0.15245 2.82730 0.18172
H11 0.83576 2.61275 -1.23902
H12 2.33752 -0.08296 -1.16876
H13 -2.74832 2.18663 -1.05237
H14 -4.16534 1.36108 -0.95604
H15 -4.00335 -0.59633 1.27737

Computed properties:
- Spin multiplicity: 1
- Frontier orbital gap: 9.370 eV
- SMILES string: C=[S@@](=O)(O)O[C@@H]1C=CC[C@@H]2CCCN=C21
- Energy above the lowest of the compared OMol25 structures with the same formula, charge and spin: 123.5 kcal/mol

=====

DFT (ωB97M-V/def2-TZVPD) results for one molecule with the formula C4H3N3O.

Positions of all 11 atoms, in Å:
C1 -1.14966 -1.20863 -1.01830
C2 -0.24801 -0.26876 -0.24642
C3 1.21546 0.26931 1.29341
C4 1.08275 1.57481 0.90764
H1 -1.97931 -0.72173 -1.56758
H2 1.92981 -0.04982 2.04720
H3 1.62824 2.38029 1.45553
N1 0.50472 -0.71027 0.71036
N2 0.22169 1.94455 -0.05896
N3 -0.44622 0.98793 -0.63546
O1 -1.11792 -2.42057 -0.95809

Computed properties:
- Spin multiplicity: 1
- Frontier orbital gap: 9.192 eV
- SMILES string: O=Cc1nccnn1
- Energy above the lowest of the compared OMol25 structures with the same formula, charge and spin: 30.8 kcal/mol

=====

DFT (ωB97M-V/def2-TZVPD) results for one molecule with the formula C8H15NO3.

Positions of all 27 atoms, in Å:
C1 1.70737 2.05867 1.37572
C2 0.77236 1.20230 0.98387
C3 -0.31460 -0.70957 -0.22805
C4 -3.39993 0.23145 0.31850
C5 -2.57901 -0.10897 -0.94668
C6 1.82036 0.19015 -1.27415
C7 1.90234 -1.06705 0.92176
C8 1.14397 0.00637 0.09779
N1 -0.46971 -1.90243 0.08570
O1 0.84594 0.67835 -2.18653
O2 2.39586 -2.11412 0.17369
O3 -1.19929 0.16841 -0.71736
H1 1.39520 2.98775 1.96838
H2 2.76308 2.22569 1.07562
H3 -0.27333 1.17719 1.22960
H4 -2.78628 0.73025 1.08166
H5 -4.28928 0.81250 0.08719
H6 -3.66293 -0.63242 0.74801
H7 -2.75939 0.55754 -1.76961
H8 -2.69991 -1.21818 -1.18802
H9 2.05795 -0.70894 -1.72162
H10 2.60850 0.91299 -1.20027
H11 2.80749 -0.54847 1.29975
H12 1.34926 -1.43303 1.76388
H13 -1.33297 -2.36559 -0.02181
H14 0.49636 1.54495 -1.89490
H15 1.70059 -2.67578 -0.06212

Computed properties:
- Spin multiplicity: 1
- Frontier orbital gap: 10.202 eV
- SMILES string: [H]/N=C(\OCC)C(C=C)(CO)CO
- Energy above the lowest of the compared OMol25 structures with the same formula, charge and spin: 97.6 kcal/mol

=====

Q: What is the frontier orbital gap in the third record?
A: 9.192 eV

=====

Q: Which formula does entry 3 have?
A: C4H3N3O